A 5-piece molecular cluster, C50H66N3O10S overall, computed with ωB97M-V with the def2-TZVPD basis set.

Last column: Löwdin charge in e.
CARTESIAN COORDINATES (ANGSTROEM)
C  -1.38  -2.28  6.08  -0.142
C  -2.55  -1.22  5.74  -0.265
C  -3.66  -1.91  4.79  -0.236
C  -5.06  -1.13  4.76  -0.212
C  -4.88  0.45  4.47  -0.203
C  -5.92  0.98  3.35  -0.220
C  -5.26  1.21  1.91  -0.215
C  -5.15  -0.15  1.02  -0.179
C  -3.89  0.05  0.01  -0.218
C  -3.79  -1.06  -1.14  -0.202
C  -2.99  -0.45  -2.41  -0.200
C  -2.60  -1.56  -3.51  -0.209
C  -1.02  -1.78  -3.69  -0.209
C  -0.24  -0.46  -4.20  -0.167
C  0.54  0.27  -2.96  -0.178
C  2.12  0.40  -3.19  -0.096
N  2.83  0.25  -1.86  -0.080
N  2.95  -1.01  -1.44  0.135
C  3.60  -1.21  -0.22  -0.123
C  3.72  -2.79  0.13  -0.080
C  4.28  -3.13  1.57  -0.344
O  3.50  -2.59  2.68  -0.085
C  5.89  -2.88  1.76  -0.226
N  6.23  -2.49  3.16  -0.013
C  4.19  -0.23  0.81  0.170
C  4.03  1.26  0.30  -0.103
O  4.48  2.38  1.03  -0.007
C  3.34  1.31  -1.08  -0.005
C  3.19  2.80  -1.70  -0.167
C  1.68  3.33  -1.75  -0.246
C  1.70  4.96  -1.92  -0.512
S  2.86  5.44  -3.31  0.665
H  -1.60  -2.86  7.03  0.072
H  -1.21  -3.01  5.19  0.072
H  -0.41  -1.68  6.21  0.067
H  -3.04  -0.93  6.74  0.114
H  -2.11  -0.28  5.25  0.092
H  -3.86  -2.95  5.25  0.114
H  -3.23  -2.05  3.74  0.108
H  -5.70  -1.57  3.91  0.095
H  -5.60  -1.28  5.77  0.116
H  -3.80  0.73  4.24  0.094
H  -5.15  0.98  5.46  0.106
H  -6.87  0.33  3.31  0.117
H  -6.28  2.02  3.72  0.103
H  -5.85  2.02  1.35  0.085
H  -4.20  1.62  2.09  0.106
H  -6.14  -0.25  0.46  0.119
H  -5.00  -1.03  1.73  0.097
H  -4.04  1.06  -0.51  0.084
H  -2.95  0.03  0.66  0.113
H  -3.25  -2.02  -0.79  0.113
H  -4.85  -1.36  -1.47  0.119
H  -3.75  0.26  -2.92  0.118
H  -2.12  0.21  -2.08  0.094
H  -3.02  -1.26  -4.53  0.114
H  -3.06  -2.56  -3.16  0.086
H  -0.59  -2.23  -2.73  0.108
H  -0.88  -2.57  -4.51  0.109
H  0.54  -0.67  -4.99  0.103
H  -1.03  0.31  -4.54  0.120
H  0.01  1.23  -2.66  0.091
H  0.40  -0.46  -2.07  0.107
H  2.47  1.29  -3.79  0.131
H  2.44  -0.54  -3.79  0.143
H  2.64  -3.18  0.07  0.135
H  4.28  -3.31  -0.73  0.121
H  4.18  -4.28  1.69  0.156
H  3.00  -3.33  3.09  0.109
H  6.22  -2.03  1.06  0.112
H  6.47  -3.80  1.41  0.113
H  5.83  -3.24  3.75  0.081
H  5.82  -1.58  3.38  0.057
H  4.67  -0.48  1.80  0.114
H  3.70  2.79  1.53  0.065
H  3.69  2.76  -2.73  0.100
H  3.83  3.53  -1.08  0.124
H  1.07  3.01  -0.84  0.125
H  1.24  2.95  -2.74  0.092
H  0.65  5.21  -2.32  0.079
H  1.90  5.50  -0.94  0.081
H  4.01  5.93  -2.69  -0.120
C  -4.20  -6.41  -3.94  0.023
C  -3.91  -7.45  -4.73  0.025
C  -3.65  -7.27  -6.17  -0.386
O  -3.38  -8.22  -6.89  0.114
C  -3.72  -5.90  -6.71  0.024
C  -4.01  -4.86  -5.93  0.022
C  -4.27  -5.04  -4.49  -0.380
O  -4.54  -4.09  -3.77  0.077
H  -4.39  -6.52  -2.88  0.123
H  -3.85  -8.46  -4.35  0.125
H  -3.53  -5.79  -7.77  0.124
H  -4.07  -3.85  -6.31  0.121
C  2.74  4.05  5.55  0.045
C  2.94  3.59  4.31  0.030
C  2.28  4.21  3.15  -0.337
O  2.46  3.79  2.01  0.061
C  1.39  5.36  3.40  0.030
C  1.19  5.82  4.64  0.044
C  1.85  5.20  5.81  -0.371
O  1.67  5.62  6.93  0.142
H  3.22  3.60  6.42  0.132
H  3.59  2.75  4.11  0.123
H  0.91  5.80  2.54  0.124
H  0.54  6.66  4.84  0.132
C  8.97  -3.83  -0.91  0.023
C  9.94  -3.05  -1.39  0.031
C  9.69  -2.12  -2.51  -0.383
O  10.57  -1.41  -2.95  0.120
C  8.33  -2.09  -3.08  0.026
C  7.36  -2.87  -2.60  0.016
C  7.61  -3.80  -1.48  -0.392
O  6.72  -4.52  -1.04  0.075
H  9.14  -4.52  -0.09  0.125
H  10.94  -3.06  -0.99  0.128
H  8.16  -1.40  -3.90  0.124
H  6.35  -2.86  -3.01  0.118
C  -4.16  5.32  -1.30  0.019
C  -4.36  6.64  -1.20  0.023
C  -5.49  7.18  -0.42  -0.386
O  -5.68  8.38  -0.33  0.116
C  -6.38  6.22  0.25  0.029
C  -6.18  4.90  0.16  0.025
C  -5.05  4.36  -0.62  -0.372
O  -4.86  3.16  -0.71  0.082
H  -3.33  4.91  -1.86  0.117
H  -3.71  7.36  -1.69  0.123
H  -7.21  6.64  0.82  0.126
H  -6.83  4.18  0.64  0.118

## Properties
F_max	0.1151	hartree/bohr
LUMO	-4.28	eV
charge	+1
HOMO-LUMO gap	0.2663	Ha